Density functional theory data (ωB97M-V with the def2-TZVPD basis set) for a single C3H7N3O molecule in a non-equilibrium geometry.

```
14
C3H7N3O (ωB97M-V with the def2-TZVPD basis set)
C 0.4958 -0.0644 0.7274
N 0.1438 -0.4896 -0.6085
N 1.1058 -0.2383 -1.6107
C -1.0968 -0.8781 -0.9586
C -0.1932 1.2217 1.1264
N -0.5709 1.5676 2.2657
O -1.4282 -1.1316 -2.0937
H 1.6423 -1.0889 -1.7897
H 0.5982 -0.0226 -2.4694
H -0.3960 0.8945 3.0114
H -1.7751 -0.9406 -0.0909
H 0.2664 -0.8590 1.4470
H 1.5759 0.1095 0.7305
H -0.3680 1.9199 0.3129
```

net charge = 0
SMILES string = [H]/N=C\CN(N)C=O
gap between HOMO and LUMO = 10.2076 eV
HOMO = -9.41 eV


Density functional theory data (ωB97M-V with the def2-TZVPD basis set) for a single C3H7N3O molecule.

```
14
C3H7N3O (ωB97M-V with the def2-TZVPD basis set)
C -0.1842 -0.6998 -2.0594
N 0.4039 -0.4598 -0.9666
C -0.2026 0.5361 -0.1017
N 0.5873 1.7560 -0.1565
C -0.3293 0.0062 1.3379
O -0.7228 0.7532 2.2196
N -0.0084 -1.2960 1.5282
H -1.1116 -0.1957 -2.3635
H -1.2278 0.7885 -0.4223
H 0.2363 -1.4406 -2.7424
H 0.3623 2.2911 0.6807
H 1.5721 1.5064 -0.0943
H 0.4983 -1.7865 0.8064
H 0.0019 -1.6471 2.4738
```

net charge = 0
SMILES string = C=N[C@H](N)C(N)=O
gap between HOMO and LUMO = 10.3323 eV
HOMO = -9.44 eV


Density functional theory data (ωB97M-V with the def2-TZVPD basis set) for a single C3H7N3O molecule in a non-equilibrium geometry.

```
14
C3H7N3O (ωB97M-V with the def2-TZVPD basis set)
C 2.0063 -1.4998 -0.7457
C -0.8989 -0.6441 0.9152
C -0.6315 2.5829 -0.0741
H 2.2184 -2.7258 -0.6555
H 2.7719 -1.1785 0.1952
H 2.3000 -1.1399 -1.8413
H 0.6258 0.0221 -0.8349
H -1.6923 -0.9522 1.6117
H -1.6747 3.0968 -0.1549
H 0.1633 3.3587 -0.3574
N 0.7472 -0.9364 -0.4573
N -0.1116 -1.5250 0.2594
N -0.2263 1.3368 0.0690
O -1.3041 0.5946 0.2959
```

net charge = 0
SMILES string = C=NO/C=N\NC
gap between HOMO and LUMO = 8.6011 eV
HOMO = -7.73 eV


Density functional theory data (ωB97M-V with the def2-TZVPD basis set) for a single C3H7N3O molecule in a non-equilibrium geometry.

```
14
C3H7N3O (ωB97M-V with the def2-TZVPD basis set)
C -1.5651 -0.8676 0.7866
C 0.4433 0.3717 0.9197
N 0.9139 -0.0940 -1.7178
C 0.4176 1.1098 -1.2842
O 1.6091 0.6392 1.5475
N 0.1282 1.3402 -0.0813
N -0.3285 -0.4988 1.4188
H 1.5881 0.1856 2.4010
H 1.4380 -0.7425 -1.1492
H 0.9917 -0.2799 -2.7012
H 0.0735 1.7837 -2.0633
H -1.6472 -1.9572 0.8277
H -1.6611 -0.5426 -0.2552
H -2.4016 -0.4476 1.3508
```

net charge = 0
SMILES string = C/N=C(O)\N=C/N
gap between HOMO and LUMO = 10.0266 eV
HOMO = -9.17 eV


Density functional theory data (ωB97M-V with the def2-TZVPD basis set) for an isolated ion of composition C3H7N3O and charge +2 in a non-equilibrium geometry.

```
14
C3H7N3O (ωB97M-V with the def2-TZVPD basis set)
C 1.5011 -0.6196 -0.0127
C 2.8980 -0.4952 0.0540
C -1.9266 1.0063 0.0908
N 0.3250 -0.5867 -0.1130
N -0.8647 -1.0834 -0.0280
N -1.9316 -0.4672 -0.0481
O -3.1192 -1.0208 0.0234
H 3.4427 -1.0420 -0.8769
H 3.2205 -1.1889 0.8777
H 3.0841 0.6500 0.0466
H -2.4218 1.4299 -0.8471
H -0.9522 1.2707 0.1197
H -2.6025 1.0412 1.0162
H -3.1057 -1.9915 0.2944
```

net charge = +2
2S+1 = 3
gap between HOMO and LUMO (alpha / beta) = 8.6592 / 6.5694 eV
HOMO (alpha / beta) = -18.32 / -21.37 eV


Density functional theory data (ωB97M-V with the def2-TZVPD basis set) for a 3-piece molecular cluster, C3H7N3O2 overall in a non-equilibrium geometry.

```
15
C3H7N3O2 (ωB97M-V with the def2-TZVPD basis set)
C 2.3661 -2.8764 -1.3039
C -2.0964 2.5946 0.6864
C -1.8239 0.2239 0.7781
N -1.3451 1.5670 0.5700
N 2.2734 0.4878 0.9433
N 2.0474 0.4014 -0.1319
O 1.8043 0.1750 -1.2447
O 2.1000 -3.1649 -0.1720
H 3.3173 -2.3339 -1.5795
H 1.7293 -3.1415 -2.1143
H -1.6716 3.5839 0.4682
H -3.1852 2.5006 0.7466
H -0.9689 -0.1853 1.2838
H -2.8115 0.2515 1.2909
H -1.7352 -0.0838 -0.2213
```

net charge = 0
SMILES string = N#[N+][O-].C=NC.C=O
gap between HOMO and LUMO = 10.4982 eV
HOMO = -9.59 eV


Density functional theory data (ωB97M-V with the def2-TZVPD basis set) for a single C3H7N3O2 molecule.

```
15
C3H7N3O2 (ωB97M-V with the def2-TZVPD basis set)
C -1.4416 -0.3771 0.1199
C -0.1739 0.2773 0.0861
N -0.0900 1.6892 0.2630
N 2.3399 -0.1030 -0.1658
C 1.0108 -0.6578 -0.1141
O -2.5525 0.3230 -0.0571
O -1.6788 -1.6561 0.4517
N 0.1370 -0.4393 -1.1983
H -0.9008 -2.1970 0.2507
H -3.3192 -0.2709 -0.0244
H -0.2476 2.1991 -0.5989
H 0.8192 1.9798 0.6054
H 2.3649 0.7005 -0.7831
H 2.6966 0.1566 0.7486
H 1.0361 -1.6242 0.4160
```

net charge = 0
gap between HOMO and LUMO = 8.6403 eV
HOMO = -8.13 eV


Density functional theory data (ωB97M-V with the def2-TZVPD basis set) for a single C3H7N3O2 molecule in a non-equilibrium geometry.

```
15
C3H7N3O2 (ωB97M-V with the def2-TZVPD basis set)
N 0.8652 1.7510 -0.4032
C -1.3750 0.2100 -0.1965
C 1.0061 0.5253 -0.1107
N 1.9562 -0.2389 -0.6873
N 0.1112 -1.6872 0.5435
C -0.1186 -0.2586 0.5945
O -1.8896 1.3603 0.2664
O -1.9559 -0.5010 -0.9794
H -2.7236 1.5582 -0.1890
H 0.2400 2.3308 0.1426
H 1.9968 -1.2022 -0.3944
H 2.7223 0.2362 -1.1321
H -0.4109 -2.1589 1.2735
H -0.2361 -2.0385 -0.3469
H -0.1880 0.1136 1.6191
```

net charge = 0
SMILES string = [H]/N=C(/N)[C@H](N)C(=O)O
gap between HOMO and LUMO = 9.6127 eV
HOMO = -8.95 eV


Record order is preserved below.
DFT total energy: -357.97335, -358.01916, -357.79129, -358.00652, -356.96536, -433.11132, -433.15334, -433.27902 Eh
Record order is preserved below.
Energy relative to the best compared isomer or geometry (same formula, charge and spin): 2.082, 0.836, 7.036, 1.180, 0.722, 5.754, 4.610, 1.190 eV